[1]
{
  "formula": "C33H47AsF2N6S2Si3Tl",
  "method": "the ωB97M-V functional and the def2-TZVPD basis",
  "de_lowest_kj_mol": 121.2,
  "total_charge": -1,
  "largest_force_ev_per_a": 1.0,
  "homo_lumo_gap_ev": 5.71,
  "symbols": ["Tl", "C", "C", "C", "C", "C", "C", "C", "C", "C", "S", "C", "N", "H", "H", "H", "H", "H", "H", "H", "H", "F", "C", "C", "C", "C", "C", "F", "C", "C", "C", "C", "C", "C", "N", "H", "H", "H", "H", "H", "H", "C", "C", "N", "N", "C", "S", "N", "N", "H", "H", "H", "H", "H", "H", "C", "Si", "C", "C", "As", "Si", "C", "C", "C", "Si", "C", "C", "C", "H", "H", "H", "H", "H", "H", "H", "H", "H", "H", "H", "H", "H", "H", "H", "H", "H", "H", "H", "H", "H", "H", "H", "H", "H", "H", "H"],
  "xyz": [[1.3338, 0.4129, -0.4500], [2.6825, -1.4817, 1.9704], [2.2908, -0.4122, 2.9549], [2.6213, -0.5651, 4.3190], [2.2270, 0.3892, 5.2081], [1.5182, 1.5237, 4.7607], [1.0597, 2.5074, 5.6565], [0.3651, 3.5849, 5.1725], [0.1579, 3.7352, 3.7994], [0.6327, 2.8255, 2.8573], [0.4173, 3.2091, 1.1844], [1.2850, 1.6383, 3.3546], [1.6582, 0.6492, 2.5052], [3.0284, -2.3774, 2.4873], [3.4899, -1.1225, 1.3279], [1.8393, -1.7434, 1.3292], [3.1724, -1.4389, 4.6444], [2.4527, 0.2957, 6.2651], [1.2701, 2.3992, 6.7146], [-0.0066, 4.3420, 5.8538], [-0.3701, 4.6030, 3.4274], [3.9015, -4.7265, -2.4114], [3.1522, -3.6568, -2.7876], [2.7874, -2.7042, -1.8671], [2.0111, -1.5864, -2.2095], [1.6083, -1.4979, -3.5781], [1.9938, -2.5008, -4.4707], [1.5925, -2.5031, -5.7792], [2.7632, -3.5840, -4.1095], [0.7689, -0.3573, -4.0287], [0.6512, 0.0322, -5.3750], [-0.1785, 1.0805, -5.7227], [-0.8658, 1.7707, -4.7337], [-0.6625, 1.3613, -3.4280], [0.1055, 0.3338, -3.0919], [3.1082, -2.8385, -0.8365], [3.0322, -4.3485, -4.8240], [1.2124, -0.4716, -6.1443], [-0.2884, 1.3682, -6.7616], [-1.5253, 2.5966, -4.9650], [-1.1410, 1.8766, -2.5974], [3.7206, 5.4259, -3.3053], [4.4252, 4.3879, -2.5150], [5.7070, 4.2419, -2.4416], [5.8684, 3.1484, -1.6440], [4.7077, 2.5738, -1.2486], [4.5352, 1.1931, -0.3478], [3.7758, 3.4087, -1.8053], [2.4189, 3.2431, -1.6561], [4.4619, 6.0923, -3.7374], [3.0388, 5.9985, -2.6748], [3.1434, 4.9622, -4.1080], [6.7814, 2.7962, -1.4290], [2.0999, 3.4608, -0.6933], [1.9199, 3.8164, -2.3229], [-3.5532, -2.9180, 3.1418], [-1.9453, -2.0346, 2.6295], [-0.5986, -3.3709, 2.7086], [-1.5780, -0.7522, 3.9731], [-1.7117, -0.8869, 0.5739], [-2.4096, -2.5365, -0.9732], [-0.9087, -3.6113, -1.3639], [-2.9857, -1.7805, -2.6121], [-3.7940, -3.7053, -0.3873], [-3.5633, 0.5850, 0.7256], [-5.1179, -0.1385, 1.5547], [-3.0812, 2.1159, 1.7163], [-4.1420, 1.1801, -0.9823], [-3.4362, -3.3626, 4.1328], [-3.8131, -3.7172, 2.4462], [-4.3983, -2.2309, 3.1831], [-0.7811, -4.0863, 3.5128], [0.3782, -2.9131, 2.8744], [-0.5453, -3.9314, 1.7725], [-1.3790, -1.2070, 4.9458], [-2.4068, -0.0503, 4.0934], [-0.6989, -0.1719, 3.6860], [-0.1386, -3.0100, -1.8489], [-1.1626, -4.4427, -2.0258], [-0.4626, -4.0304, -0.4590], [-2.3076, -0.9806, -2.9165], [-3.9915, -1.3634, -2.5450], [-2.9875, -2.5347, -3.4019], [-3.4313, -4.3621, 0.4060], [-4.1454, -4.3362, -1.2070], [-4.6512, -3.1514, 0.0023], [-4.9597, -0.2654, 2.6271], [-5.3762, -1.1137, 1.1352], [-5.9763, 0.5240, 1.4218], [-2.6578, 1.8463, 2.6868], [-3.9393, 2.7701, 1.8923], [-2.3125, 2.6875, 1.1932], [-4.6726, 0.3949, -1.5226], [-3.2972, 1.4920, -1.5991], [-4.8173, 2.0324, -0.8818]],
  "atomic_forces_ev_per_a": [[-0.09, 0.07, -0.36], [0.05, 0.11, 0.02], [-0.15, 0.23, -0.02], [0.00, -0.03, 0.19], [0.03, -0.04, -0.05], [0.01, -0.06, -0.37], [-0.04, 0.18, 0.19], [0.09, -0.13, 0.16], [0.06, -0.19, -0.05], [-0.12, 0.29, 0.00], [0.07, -0.03, -0.47], [-0.03, 0.16, 0.52], [0.18, -0.20, -0.03], [-0.02, -0.03, -0.05], [-0.01, -0.03, -0.04], [0.00, -0.07, -0.01], [-0.01, -0.01, -0.01], [-0.02, -0.02, 0.01], [-0.04, -0.03, 0.00], [-0.01, 0.00, 0.00], [0.03, 0.02, -0.02], [0.05, -0.04, 0.04], [-0.10, 0.03, -0.11], [-0.08, 0.33, 0.32], [-0.10, -0.15, -0.59], [0.14, -0.07, 0.32], [-0.03, 0.00, 0.19], [-0.03, -0.02, -0.05], [0.09, -0.18, -0.02], [-0.14, 0.22, -0.22], [0.05, 0.08, -0.07], [-0.02, 0.06, 0.08], [0.01, 0.01, 0.00], [-0.04, 0.04, 0.01], [0.10, -0.21, 0.23], [0.10, -0.08, -0.02], [-0.02, 0.02, -0.02], [-0.02, -0.02, 0.04], [0.05, -0.03, -0.01], [0.00, 0.00, 0.02], [0.00, 0.00, -0.05], [-0.01, -0.06, 0.08], [-0.11, 0.08, 0.02], [0.19, 0.06, -0.06], [-0.20, 0.04, -0.04], [0.26, -0.07, -0.12], [-0.01, 0.04, 0.09], [0.50, 0.16, 0.11], [-0.85, -0.19, 0.43], [-0.02, 0.01, -0.01], [0.00, 0.02, -0.02], [-0.01, 0.06, -0.02], [0.03, -0.06, 0.02], [0.20, -0.14, -0.25], [0.08, -0.04, -0.03], [0.02, 0.22, -0.44], [0.16, -0.27, 0.86], [-0.09, 0.24, -0.28], [-0.05, -0.03, -0.36], [-0.37, -0.15, 0.04], [-0.19, -0.62, -0.52], [-0.08, 0.23, 0.23], [0.09, 0.19, 0.32], [0.16, 0.30, 0.13], [-0.69, 0.60, 0.12], [0.33, -0.16, -0.10], [0.15, -0.34, -0.10], [0.30, -0.28, 0.07], [0.17, 0.05, 0.03], [-0.01, 0.00, 0.04], [0.01, -0.04, 0.01], [-0.08, 0.07, 0.07], [0.02, 0.01, -0.02], [0.02, -0.03, 0.03], [-0.03, -0.12, -0.02], [-0.01, 0.00, 0.00], [0.03, 0.04, 0.04], [0.06, 0.04, -0.02], [-0.12, 0.03, -0.02], [0.00, -0.01, -0.01], [0.00, 0.00, -0.03], [0.01, -0.02, 0.01], [0.05, -0.10, 0.07], [0.00, -0.01, -0.02], [0.08, 0.03, -0.09], [-0.01, -0.02, 0.01], [-0.01, 0.02, 0.00], [-0.03, 0.00, 0.03], [0.06, 0.10, -0.06], [0.02, 0.03, 0.00], [-0.11, -0.11, -0.06], [0.09, 0.00, 0.03], [0.00, 0.02, 0.01], [0.00, 0.01, -0.03], [0.01, 0.02, 0.14]]
}

---

[2]
{
  "formula": "C4H7FeO",
  "method": "the ωB97M-V functional and the def2-TZVPD basis",
  "de_lowest_kj_mol": 0.0,
  "total_charge": 1,
  "largest_force_ev_per_a": 5.1,
  "spin_multiplicity": 7,
  "homo_lumo_gap_ev": [8.27, 7.72],
  "symbols": ["H", "C", "C", "C", "O", "Fe", "H", "H", "H", "H", "C", "H", "H"],
  "xyz": [[-1.8746, 1.1549, -0.2404], [1.1302, -0.2149, -0.7343], [-0.8438, 0.8921, -0.5211], [-0.3096, -0.3809, 0.0327], [-1.1133, -1.2843, 0.5844], [-2.5894, -1.3881, 1.6062], [1.3668, -1.2032, -1.1397], [1.5091, 0.5996, -1.3612], [-0.3601, 1.7744, -0.0746], [-1.2585, 0.1062, -1.3744], [1.2162, -0.0609, 0.7734], [1.6184, -0.9263, 1.3120], [1.5087, 0.9312, 1.1369]],
  "atomic_forces_ev_per_a": [[-0.32, -0.48, 0.69], [2.01, -2.62, 2.55], [-3.96, -2.70, 0.92], [-0.65, 2.89, 2.42], [4.06, 0.69, -2.98], [-1.96, -0.26, 1.35], [0.23, 0.10, 0.26], [-1.41, 0.00, 0.03], [0.95, 0.00, -2.30], [1.33, 3.42, -0.51], [1.22, -0.99, -2.49], [-0.63, 0.26, -0.05], [-0.87, -0.31, 0.08]]
}

---

[3]
{
  "formula": "CH2N2O2S",
  "method": "the ωB97M-V functional and the def2-TZVPD basis",
  "de_lowest_kj_mol": 589.5,
  "largest_force_ev_per_a": 1.4,
  "homo_lumo_gap_ev": 9.63,
  "smiles": "O=[N+]([O-])/N=C/S",
  "symbols": ["C", "N", "N", "O", "O", "S", "H", "H"],
  "xyz": [[-0.8502, 0.3989, 0.2635], [0.0809, -0.3809, -0.1372], [1.4241, -0.0425, -0.0383], [1.7153, 1.1235, -0.1157], [2.1708, -0.9752, 0.0540], [-2.3520, -0.2758, -0.1474], [-0.7131, 1.3302, 0.7985], [-1.4759, -1.1781, -0.6774]],
  "atomic_forces_ev_per_a": [[1.03, 0.10, 0.18], [0.21, -0.62, -0.24], [-0.15, 0.44, 0.36], [0.44, 0.89, 0.04], [0.38, -0.33, 0.07], [-0.73, -0.05, -0.06], [0.05, 0.14, -0.03], [-1.22, -0.57, -0.31]]
}

---

[4]
{
  "formula": "H7O3S",
  "method": "the ωB97M-V functional and the def2-TZVPD basis",
  "de_lowest_kj_mol": 93.7,
  "total_charge": -1,
  "largest_force_ev_per_a": 2.2,
  "homo_lumo_gap_ev": 6.99,
  "symbols": ["S", "H", "H", "H", "O", "H", "H", "O", "H", "H", "O"],
  "xyz": [[0.8742, 0.3281, -1.4703], [1.0005, 1.4563, -2.1966], [-2.2471, -0.9382, 0.1614], [-1.8341, -2.3490, 0.4991], [-2.3632, -1.6184, 0.8359], [-1.2050, 1.6720, -0.5432], [-1.5977, 0.7867, 0.7320], [-1.4154, 1.6548, 0.3948], [2.2085, -0.3634, 0.8431], [3.4367, -0.0761, -0.0031], [3.1425, -0.5528, 0.7468]],
  "atomic_forces_ev_per_a": [[-0.06, 0.01, -0.33], [-0.02, -0.08, 0.09], [0.02, -0.07, -0.11], [0.08, 0.06, 0.05], [-0.07, -0.01, -0.10], [0.50, -0.98, 0.00], [0.33, -0.56, -0.37], [-0.81, 1.68, 0.75], [-0.24, 0.31, -0.53], [-0.14, 0.77, -1.30], [0.41, -1.12, 1.85]]
}